Entry 1:
Below is 4 unconnected molecules or ions with the total composition C4H12O3, with properties calculated with ωB97M-V/def2-TZVPD.

Positions of all 19 atoms, in Å:
H: 0.911 1.136 -1.209
H: -1.033 -1.849 2.699
C: -0.973 -1.016 2.001
H: 0.201 2.172 -2.168
H: -0.678 -0.570 -0.067
C: -0.473 -1.344 0.665
O: -2.596 1.790 -1.805
H: -1.002 1.119 2.073
H: 4.595 0.819 -1.072
C: -0.336 -2.624 0.316
H: -2.390 2.383 -2.532
O: 0.438 1.251 -2.037
H: -0.501 -3.431 1.010
H: 4.368 1.114 0.376
C: -1.204 0.170 2.549
H: -2.032 1.013 -1.864
H: -1.776 0.196 3.463
O: 4.224 0.411 -0.276
H: 0.046 -2.892 -0.664

Properties
* energy above the lowest of the compared OMol25 structures with the same formula, charge and spin: 43.49 kcal/mol
* frontier orbital gap: 0.3412 Eh
* HOMO: -8.81 eV
* net charge: 0
* energy: -10483.2532 eV
* strongest force on any atom: 1.84 eV Å⁻¹
* lowest unoccupied orbital energy: 0.475 eV

---

Entry 2:
Below is 2 unconnected molecules or ions with the total composition C4H12O3, with properties calculated with ωB97M-V/def2-TZVPD.

Positions of all 19 atoms, in Å:
H: -0.063 -2.086 -1.350
H: 2.717 -2.261 0.518
O: 1.807 -2.117 0.253
H: 0.525 -0.022 1.212
H: -0.818 -1.062 1.147
H: -0.097 2.238 0.277
O: 1.034 0.503 -0.980
C: -0.476 -0.100 0.765
H: 1.233 0.509 -1.926
C: -1.269 1.063 1.325
C: -0.772 -1.294 -1.466
C: -0.271 -0.049 -0.756
H: 1.741 -1.345 -0.320
H: -1.363 1.012 2.409
H: -1.756 -1.516 -1.093
H: -2.227 1.155 0.802
H: -0.942 0.771 -1.055
H: -0.928 -1.106 -2.529
O: -0.572 2.306 1.113

Properties
* energy above the lowest of the compared OMol25 structures with the same formula, charge and spin: 16.07 kcal/mol
* frontier orbital gap: 0.3928 Eh
* HOMO: -10.07 eV
* net charge: 0
* energy: -10484.4422 eV
* strongest force on any atom: 2.73 eV Å⁻¹
* lowest unoccupied orbital energy: 0.621 eV

---

Entry 3:
Below is 2 unconnected molecules or ions with the total composition C4H12O3, with properties calculated with ωB97M-V/def2-TZVPD.

Positions of all 19 atoms, in Å:
C: -0.629 0.406 1.145
H: 0.891 -2.459 -3.514
H: -1.714 0.388 1.162
C: 1.031 0.076 -0.803
H: 1.405 0.882 -0.227
C: -0.042 1.716 1.468
H: -0.536 2.125 3.224
H: 0.856 0.131 -1.922
C: -0.352 -0.167 -0.164
O: -0.742 2.586 2.392
H: -1.074 0.228 -0.999
H: 0.999 1.586 1.830
H: 0.420 -2.566 -2.233
H: -0.223 -0.242 2.022
O: -0.601 -1.582 -0.276
H: 0.091 2.298 0.598
H: -1.474 -1.803 0.035
H: 1.630 -0.766 -0.656
O: 0.063 -2.836 -3.081

Properties
* energy above the lowest of the compared OMol25 structures with the same formula, charge and spin: 41.08 kcal/mol
* frontier orbital gap: 0.4072 Eh
* HOMO: -10.36 eV
* net charge: 0
* energy: -10483.3577 eV
* strongest force on any atom: 5.02 eV Å⁻¹
* lowest unoccupied orbital energy: 0.718 eV